Entry 1:
Below is a cluster of 7 separate species, C19H41BrCl12N3O in total in a non-equilibrium geometry, with properties calculated with ωB97M-V/def2-TZVPD.

- Net charge: +1
- HOMO level: -12.16 eV
- Orbital gap: 8.1 eV

Last column: Löwdin charge in e.
Atoms and positions in Å:
1 O -2.31 -0.21 -1.55  -0.083
2 H 1.81 6.49 1.70  0.080
3 N -1.68 -0.98 -0.64  -0.050
4 C 2.29 -5.26 -3.12  -1.014
5 H 0.84 -1.57 5.82  0.008
6 H 2.71 4.84 6.53  0.028
7 H -3.41 2.16 -1.67  0.086
8 C -0.85 3.10 -1.63  -0.210
9 C 3.69 -8.67 -1.68  -0.986
10 C 2.72 5.84 6.09  -1.003
11 H 1.81 3.86 1.48  0.114
12 H 1.35 2.76 -0.87  0.107
13 H -3.88 -0.06 0.66  0.126
14 C -2.04 3.96 -0.89  -0.189
15 H 1.17 3.91 -2.37  0.112
16 Br 0.45 -3.20 2.90  0.607
17 H 1.76 -4.99 -4.04  0.038
18 H -0.08 6.53 2.03  0.088
19 H 2.71 -3.48 -0.11  0.008
20 H 1.88 5.37 -0.52  0.121
21 C 0.79 4.91 -0.33  -0.236
22 H 3.23 -2.89 1.71  0.093
23 C -2.86 1.67 1.41  -0.213
24 C -3.94 2.58 0.58  -0.174
25 C 2.57 -2.68 0.74  -0.151
26 C 2.16 -11.02 -6.05  -1.048
27 H -0.96 3.04 -2.82  0.127
28 Cl -4.50 3.67 -4.08  0.524
29 Cl 2.38 -12.72 -5.63  0.503
30 C 0.67 3.62 -1.33  -0.219
31 H 0.35 -2.96 0.25  0.070
32 H -1.85 4.21 0.23  0.098
33 Cl -7.04 3.54 -2.66  0.511
34 H -1.65 -0.14 -2.33  0.166
35 C -1.76 -0.37 0.77  -0.087
36 H -4.10 3.58 1.21  0.135
37 H -2.24 4.93 -1.55  0.130
38 H -4.29 3.80 -1.32  0.070
39 Cl 3.90 -4.54 -3.15  0.518
40 H -0.66 0.14 2.51  0.168
41 H 3.45 6.46 6.62  0.032
42 H -6.64 3.23 -4.97  0.032
43 H 2.93 -10.73 -6.77  0.031
44 H 1.59 -0.24 1.60  0.147
45 H -6.02 1.87 -3.99  0.029
46 H -2.92 1.92 2.58  0.138
47 H 4.37 -7.88 -1.34  0.035
48 Cl 1.36 -4.68 -1.73  0.540
49 H 2.25 -10.41 -5.15  -0.029
50 H -4.96 2.01 0.60  0.119
51 Cl 1.12 6.56 6.25  0.510
52 H 2.38 -6.35 -3.06  -0.070
53 H 4.15 -9.64 -1.49  0.035
54 Cl 0.57 -10.75 -6.78  0.497
55 H -1.79 2.00 1.08  0.102
56 H 1.65 -0.63 7.10  0.035
57 C -6.11 2.96 -4.05  -1.008
58 Cl 2.18 -8.56 -0.77  0.518
59 C 0.81 4.48 1.29  -0.252
60 H 0.04 5.78 -0.55  0.116
61 Cl 0.40 0.74 5.64  0.488
62 H -0.16 3.91 1.62  0.080
63 C 0.97 -2.42 1.11  -0.679
64 C 1.40 -0.66 6.04  -1.030
65 H -0.93 1.99 -1.21  0.079
66 Cl 3.41 -8.48 -3.41  0.563
67 C 0.91 5.90 2.15  -0.184
68 H 3.00 -1.66 0.30  0.094
69 H 0.84 -0.41 -0.13  0.152
70 N -3.10 0.16 1.31  0.062
71 Cl 3.20 5.72 4.39  0.542
72 H 1.06 5.60 3.29  -0.002
73 C 0.74 -0.80 1.00  -0.200
74 N -0.59 -0.30 1.54  0.097
75 Cl 2.90 -0.66 5.09  0.491
76 H -2.21 -1.88 -0.57  0.155
77 C -3.45 3.06 -0.91  -0.236


Entry 2:
Below is a structure of composition C3H6AgO3 in a non-equilibrium geometry, with properties calculated with ωB97M-V/def2-TZVPD.

- Net charge: +2
- HOMO level (spin up / spin down): -20.48 / -20.47 eV
- Spin multiplicity: 2
- Orbital gap (spin up / spin down): 9.8 / 5.3 eV

Last column: Löwdin spin population.
Atoms and positions in Å:
1 H 0.63 -2.54 1.22  0.000
2 C -0.16 1.77 -0.25  0.010
3 C -0.12 -1.87 0.79  0.001
4 H -0.94 -1.76 1.50  0.000
5 H -1.06 0.23 -0.84  0.000
6 H -0.49 -2.33 -0.14  0.000
7 O -0.79 1.81 -1.36  0.430
8 H 1.03 -0.11 1.40  0.002
9 O -0.49 0.42 0.14  0.030
10 C 0.56 -0.55 0.52  0.005
11 O 0.91 2.26 -0.03  0.257
12 H 1.27 -0.60 -0.31  0.001
13 Ag -0.35 3.28 -2.65  0.264


Entry 3:
Below is a structure of composition C41H34Cl2EuF3N6O4S2Sb in a non-equilibrium geometry, with properties calculated with ωB97M-V/def2-TZVPD.

- HOMO level (spin up / spin down): -7.42 / -8.18 eV
- Spin multiplicity: 8
- Orbital gap (spin up / spin down): 7.9 / 8.7 eV

Last column: Löwdin spin population.
Atoms and positions in Å:
1 C -1.36 -2.05 3.13  0.000
2 H -5.71 2.63 0.84  0.000
3 H 3.64 -1.25 -0.70  0.000
4 H 1.01 2.54 4.79  0.000
5 C -3.54 0.24 -1.93  0.000
6 C 2.24 0.20 -0.11  0.000
7 F 5.43 2.70 0.51  0.000
8 H 1.23 1.55 -4.69  0.000
9 Cl -5.47 0.20 0.82  -0.002
10 C -0.72 3.55 -4.30  0.000
11 H 2.43 -2.64 -2.38  0.000
12 C -0.32 0.05 -5.03  0.000
13 C -1.88 -4.35 3.79  0.001
14 H -3.64 -3.29 1.07  0.000
15 N -4.06 0.87 -3.01  0.000
16 H -5.91 -1.71 -4.06  0.000
17 C -1.71 3.15 -3.40  0.000
18 C -5.17 -1.15 -3.46  0.000
19 H -0.35 3.97 -0.43  0.000
20 H -1.33 -2.13 -2.72  0.000
21 C 5.47 1.30 4.40  0.000
22 H -1.90 -1.55 -4.88  0.000
23 O -2.09 2.70 0.45  -0.006
24 H -5.17 0.53 -4.76  0.000
25 Eu -2.28 0.41 1.44  7.033
26 C 4.35 1.90 0.24  0.000
27 C 3.52 -0.24 -0.40  0.000
28 C 2.12 -0.66 4.24  0.000
29 C 3.10 2.37 0.62  0.000
30 C -5.92 1.80 1.54  0.001
31 H 1.66 0.75 -2.33  0.000
32 C 2.07 1.47 0.45  0.000
33 C 1.26 -3.72 0.69  0.000
34 H -4.67 -2.73 -2.09  0.000
35 H 1.05 1.84 0.70  0.001
36 H 2.36 4.80 -4.28  0.000
37 C -2.70 -4.44 2.68  0.000
38 S -0.57 0.09 4.29  -0.001
39 N -2.75 0.92 -1.04  -0.008
40 H -2.57 2.60 -3.68  0.000
41 C 4.00 0.88 4.36  0.000
42 C -0.89 -1.25 -3.06  0.000
43 N -0.69 -0.88 3.12  -0.006
44 C -4.76 0.13 -3.84  0.000
45 C 4.58 0.61 -0.24  0.000
46 C 1.22 0.41 4.43  0.000
47 C -1.48 3.09 -2.04  0.000
48 C 0.13 -0.61 -2.32  0.000
49 H 5.64 2.27 3.98  0.000
50 H 1.84 -5.60 1.56  0.000
51 H 1.40 4.74 -1.95  0.000
52 C -1.13 -0.95 -4.41  0.000
53 Cl -4.90 2.13 2.99  0.000
54 C 2.68 -5.39 -0.33  0.000
55 C 1.38 -2.89 -0.45  -0.001
56 C -1.27 -3.11 4.04  0.000
57 H -0.64 -3.00 4.85  0.000
58 H 3.51 -4.80 -2.20  0.000
59 F 3.27 -6.58 -0.32  0.000
60 C 0.62 4.21 -2.42  0.000
61 H -0.98 3.46 -5.32  0.000
62 O -3.96 3.17 -1.07  0.000
63 H 0.58 -3.58 1.47  0.000
64 H -1.71 -5.23 4.45  0.000
65 S -2.72 2.53 -0.89  -0.001
66 O -1.00 1.38 3.70  -0.004
67 N 1.51 4.50 -4.66  0.000
68 H -3.38 -5.27 2.54  0.000
69 H 3.02 3.38 1.01  0.000
70 C 0.83 0.37 -2.92  0.000
71 H 5.66 0.29 -0.34  0.000
72 C 2.72 -4.56 -1.48  0.000
73 C 3.53 -0.43 4.24  0.000
74 H 1.36 4.96 -5.52  0.000
75 N -2.16 -2.17 2.08  -0.007
76 N -3.75 -1.00 -1.53  0.001
77 O -1.24 -0.33 5.49  0.000
78 C 1.90 -4.95 0.75  0.000
79 H 3.47 2.93 4.84  0.000
80 C 1.69 1.73 4.55  0.000
81 F -0.55 0.28 -6.37  0.000
82 C -4.54 -1.70 -2.36  0.000
83 C 0.66 0.70 -4.32  0.000
84 C 3.05 1.96 4.58  0.000
85 H 1.60 -1.67 4.17  0.000
86 C -2.88 -3.28 1.89  0.001
87 C 2.07 -3.29 -1.52  0.000
88 C -0.33 3.77 -1.54  0.000
89 C 0.45 4.12 -3.80  0.000
90 H 6.08 0.49 3.94  0.000
91 Sb 0.47 -0.95 -0.22  -0.001
92 H -6.99 1.76 1.76  0.000
93 H 5.68 1.31 5.43  0.000
94 H 4.17 -1.31 4.22  0.000


Please write out number 2 again, unchanged.
Below is a structure of composition C3H6AgO3 in a non-equilibrium geometry, with properties calculated with ωB97M-V/def2-TZVPD.

- Net charge: +2
- HOMO level (spin up / spin down): -20.48 / -20.47 eV
- Spin multiplicity: 2
- Orbital gap (spin up / spin down): 9.8 / 5.3 eV

Last column: Löwdin spin population.
Atoms and positions in Å:
1 H 0.63 -2.54 1.22  0.000
2 C -0.16 1.77 -0.25  0.010
3 C -0.12 -1.87 0.79  0.001
4 H -0.94 -1.76 1.50  0.000
5 H -1.06 0.23 -0.84  0.000
6 H -0.49 -2.33 -0.14  0.000
7 O -0.79 1.81 -1.36  0.430
8 H 1.03 -0.11 1.40  0.002
9 O -0.49 0.42 0.14  0.030
10 C 0.56 -0.55 0.52  0.005
11 O 0.91 2.26 -0.03  0.257
12 H 1.27 -0.60 -0.31  0.001
13 Ag -0.35 3.28 -2.65  0.264